(1)
Formula: C4H7N3
Source: the Open Molecules 2025 dataset
Level of theory: the ωB97M-V functional and the def2-TZVPD basis

XYZ file:
```
14
Properties=species:S:1:pos:R:3:nbo_charge:R:1
C 2.222 0.194 0.428 -0.41
N 0.854 -0.220 0.246 -0.25
C -0.224 0.611 -0.230 -0.30
C -1.273 -0.442 -0.354 0.10
C -2.563 -0.185 -0.157 -0.41
N -0.592 -1.693 -0.465 -0.25
N 0.596 -1.510 -0.082 0.05
H 2.821 -0.701 0.610 0.23
H 2.295 0.854 1.298 0.20
H 2.625 0.721 -0.450 0.19
H 0.020 1.064 -1.207 0.20
H -2.804 0.765 0.310 0.20
H -0.596 1.399 0.424 0.22
H -3.380 -0.857 -0.372 0.22
```

Calculated values
* structure (SMILES): C=C1CN(C)N=N1
* energy above the lowest of the compared OMol25 structures with the same formula, charge and spin: 54.8 kcal per mole
* HOMO: -0.314 hartree
* HOMO-LUMO gap: 9.19 eV
* LUMO: 0.64 eV
* multiplicity: 1



(2)
Formula: C4H7N3
Source: the Open Molecules 2025 dataset
Level of theory: the ωB97M-V functional and the def2-TZVPD basis

XYZ file:
```
14
Properties=species:S:1:pos:R:3:nbo_charge:R:1
C 1.239 -0.273 -1.355 0.27
C -1.428 0.702 0.793 -0.26
C -0.411 0.073 1.730 -0.27
C 0.687 -0.199 1.065 -0.04
H 1.450 -0.789 -3.152 0.34
H 2.286 -0.487 -1.029 0.16
H -1.221 -0.610 -0.914 0.35
H -2.425 0.283 1.090 0.21
H -1.407 1.814 0.917 0.20
H -0.716 -0.106 2.737 0.22
H 1.641 -0.501 1.507 0.23
N 0.731 -0.371 -2.513 -0.70
N 0.464 0.135 -0.317 -0.28
N -0.890 0.328 -0.559 -0.42
```

Calculated values
* structure (SMILES): [H]/N=C/N1C=CCN1
* energy above the lowest of the compared OMol25 structures with the same formula, charge and spin: 51.5 kcal per mole
* HOMO: -0.293 hartree
* HOMO-LUMO gap: 8.92 eV
* LUMO: 0.96 eV
* multiplicity: 1



(3)
Formula: C4H7N3
Source: the Open Molecules 2025 dataset
Level of theory: the ωB97M-V functional and the def2-TZVPD basis

XYZ file:
```
14
Properties=species:S:1:pos:R:3:nbo_charge:R:1
C -0.090 -1.820 0.167 -0.67
C 1.670 1.249 0.085 -0.22
N 0.509 1.128 0.640 -0.55
C -0.698 0.779 -0.069 0.35
N -1.435 1.724 -0.443 -0.55
C -0.984 -0.776 -0.492 0.07
N -1.909 -0.901 -1.281 -0.29
H 0.522 -2.343 -0.574 0.24
H -0.724 -2.568 0.653 0.24
H 0.581 -1.400 0.929 0.22
H 1.724 1.252 -0.998 0.19
H 2.558 1.347 0.698 0.19
H 0.456 1.106 1.656 0.41
H -2.180 1.223 -0.970 0.36
```

Calculated values
* energy above the lowest of the compared OMol25 structures with the same formula, charge and spin: 96.4 kcal per mole
* HOMO (spin up / spin down): -0.336 / -0.234 hartree
* HOMO-LUMO gap (spin up / spin down): 9.60 / 5.35 eV
* LUMO (spin up / spin down): 0.45 / -1.02 eV
* multiplicity: 1



(4)
Formula: C4H7N3
Source: the Open Molecules 2025 dataset
Level of theory: the ωB97M-V functional and the def2-TZVPD basis

XYZ file:
```
14
Properties=species:S:1:pos:R:3:nbo_charge:R:1
C 1.425 0.431 0.437 -0.24
C -0.026 0.103 0.263 0.04
C -1.030 0.947 -0.067 -0.13
C -1.708 -1.066 0.118 0.20
H 2.241 -0.384 -1.271 0.32
H 2.216 -1.481 -0.307 0.36
H 1.862 0.167 1.442 0.21
H 1.781 1.618 0.288 0.20
H -1.024 2.059 -0.177 0.22
H -3.200 0.652 -0.435 0.44
H -2.373 -1.606 0.121 0.13
N 2.342 -0.436 -0.428 -0.81
N -2.123 0.163 -0.248 -0.51
N -0.382 -1.168 0.263 -0.44
```

Calculated values
* structure (SMILES): NCc1c[nH]cn1
* energy above the lowest of the compared OMol25 structures with the same formula, charge and spin: 91.1 kcal per mole
* HOMO: -0.314 hartree
* HOMO-LUMO gap: 9.02 eV
* LUMO: 0.48 eV
* multiplicity: 1



(5)
Formula: C4H7N3
Source: the Open Molecules 2025 dataset
Level of theory: the ωB97M-V functional and the def2-TZVPD basis

XYZ file:
```
14
Properties=species:S:1:pos:R:3:nbo_charge:R:1
C 1.439 -0.575 1.648 -0.62
C 0.101 -0.219 1.031 -0.21
N -0.004 -0.773 -0.320 -0.57
C -0.174 -0.079 -1.396 0.22
N -2.132 1.809 -1.919 -0.35
C -0.508 0.364 -2.525 -0.09
N -1.842 0.783 -2.563 -0.12
H 2.245 -0.092 1.088 0.22
H 1.596 -1.658 1.611 0.21
H 1.485 -0.257 2.692 0.22
H -0.048 0.863 0.963 0.22
H -0.735 -0.621 1.616 0.20
H -0.159 -1.768 -0.404 0.40
H -1.263 2.222 -1.522 0.27
```

Calculated values
* structure (SMILES): [H]/N=N\C#CNCC
* energy above the lowest of the compared OMol25 structures with the same formula, charge and spin: 103.0 kcal per mole
* HOMO: -0.325 hartree
* HOMO-LUMO gap: 9.40 eV
* LUMO: 0.56 eV
* multiplicity: 1



(6)
Formula: C4H7N3
Source: the Open Molecules 2025 dataset
Level of theory: the ωB97M-V functional and the def2-TZVPD basis

XYZ file:
```
14
Properties=species:S:1:pos:R:3:lowdin_spin:R:1
C -0.916 -0.729 -1.003 0.04
C 0.021 -1.680 -0.631 0.42
C -0.554 0.455 -0.315 0.38
C 0.666 0.209 0.555 0.57
N 0.956 -1.127 0.184 0.25
N -1.345 1.676 -0.345 0.05
N 1.519 1.009 1.272 0.19
H -1.948 -0.947 -1.465 -0.01
H -0.037 -2.715 -0.903 0.03
H 1.814 -1.492 0.471 0.02
H -1.405 1.998 -1.268 0.01
H -2.320 1.496 -0.017 0.01
H 1.137 1.315 2.105 0.02
H 2.413 0.534 1.362 0.02
```

Calculated values
* energy above the lowest of the compared OMol25 structures with the same formula, charge and spin: 1.6 kcal per mole
* HOMO (spin up / spin down): -0.134 / -0.325 hartree
* <S²>: 2.026
* HOMO-LUMO gap (spin up / spin down): 4.79 / 8.22 eV
* LUMO (spin up / spin down): 1.14 / -0.62 eV
* multiplicity: 3



(7)
Formula: C4H7N3O
Source: the Open Molecules 2025 dataset
Level of theory: the ωB97M-V functional and the def2-TZVPD basis

XYZ file:
```
15
Properties=species:S:1:pos:R:3:nbo_charge:R:1
C -0.198 -0.195 -3.248 -0.69
C 0.165 -0.558 -1.812 0.66
C -0.189 -0.252 0.536 0.30
C -0.360 0.526 2.777 0.25
H 0.522 -0.524 -3.930 0.24
H -0.446 0.892 -3.285 0.24
H -1.247 -0.647 -3.579 0.22
H -1.565 0.675 -0.590 0.46
H 0.717 -0.984 0.709 0.24
H -1.103 0.387 3.554 0.15
H 0.776 0.870 4.136 0.34
N -0.596 -0.120 -0.807 -0.66
N -0.870 0.543 1.366 -0.54
N 0.811 0.922 3.135 -0.62
O 1.302 -0.901 -1.549 -0.59
```

Calculated values
* structure (SMILES): [H]/N=C/N=C/NC(C)=O
* energy above the lowest of the compared OMol25 structures with the same formula, charge and spin: 65.9 kcal per mole
* HOMO: -0.356 hartree
* HOMO-LUMO gap: 10.19 eV
* LUMO: 0.50 eV
* multiplicity: 1



(8)
Formula: C4H7N3O
Source: the Open Molecules 2025 dataset
Level of theory: the ωB97M-V functional and the def2-TZVPD basis

XYZ file:
```
15
Properties=species:S:1:pos:R:3:nbo_charge:R:1
C 0.034 0.348 0.751 -0.02
C -0.355 -1.177 1.133 -0.46
C -1.317 -0.176 0.396 0.06
C 0.668 0.205 -0.604 0.38
H 2.018 1.134 1.322 0.34
H 0.138 2.280 1.482 0.38
H 0.079 -2.077 0.398 0.24
H -0.284 -1.373 2.214 0.25
H -2.233 0.055 0.928 0.22
H -0.279 -0.313 -2.683 0.43
H 2.670 0.339 -0.152 0.31
N 0.569 1.204 1.643 -0.77
N -0.251 0.037 -1.489 -0.27
N 1.956 -0.258 -0.839 -0.76
O -1.526 -0.267 -1.096 -0.33
```

Calculated values
* energy above the lowest of the compared OMol25 structures with the same formula, charge and spin: 212.5 kcal per mole
* HOMO: -0.306 hartree
* HOMO-LUMO gap: 8.53 eV
* LUMO: 0.19 eV
* multiplicity: 1